# 1
This record from OMol25 describes a structure of composition C23H41N2P3SeTl at a distorted geometry. The level of theory is the ωB97M-V functional and the def2-TZVPD basis.

Geometry as ORCA input:
```
! RIJCOSX wB97M-V def2-TZVPD def2/J DEFGRID3
* xyz 3 1
Tl 0.727 -0.026 0.490
P 1.918 1.959 1.890
P 1.167 1.052 -2.263
P -1.724 -0.322 2.019
H -0.516 -2.943 -2.581
C -1.445 -3.001 -2.004
C -2.505 -2.278 -2.377
H -2.440 -1.637 -3.245
C 3.253 0.859 2.462
C 2.708 3.360 1.060
C 1.116 2.597 3.384
C 0.426 0.285 -3.755
C 1.437 2.774 -2.860
C 2.882 0.381 -2.394
C -3.121 -1.397 1.522
C -2.563 0.933 3.067
C -0.944 -1.383 3.311
H -1.442 -3.562 -1.068
H -3.380 -2.231 -1.753
H 3.933 1.432 3.094
H 3.791 0.454 1.597
H 2.824 0.022 3.027
H 3.490 3.774 1.702
H 1.952 4.128 0.856
H 3.147 3.026 0.109
H 1.862 3.086 4.016
H 0.643 1.773 3.933
H 0.349 3.324 3.089
H 1.189 0.163 -4.536
H -0.384 0.931 -4.128
H 0.000 -0.693 -3.497
H 2.217 2.813 -3.635
H 1.732 3.413 -2.016
H 0.499 3.176 -3.269
H 3.213 0.434 -3.442
H 2.893 -0.666 -2.054
H 3.570 0.956 -1.754
H -3.465 -1.988 2.381
H -2.799 -2.070 0.717
H -3.949 -0.777 1.146
H -3.064 0.461 3.921
H -3.302 1.476 2.466
H -1.829 1.664 3.429
H -1.739 -1.848 3.916
H -0.287 -0.783 3.961
H -0.327 -2.163 2.837
C 2.134 -4.399 0.254
C 1.261 -4.662 -0.820
C 1.121 -5.955 -1.337
C 1.889 -6.997 -0.790
C 2.803 -6.731 0.242
C 2.918 -5.443 0.733
Se 2.314 -2.700 1.160
H 1.300 -2.249 0.096
H 0.658 -3.862 -1.248
H 0.413 -6.156 -2.169
H 1.770 -8.006 -1.176
H 3.419 -7.528 0.654
H 3.622 -5.224 1.528
N -5.289 6.682 -1.483
C -4.547 5.802 -1.265
C -3.648 4.701 -0.991
C -2.286 4.948 -0.899
C -1.424 3.883 -0.627
N -1.867 2.624 -0.428
C -3.188 2.391 -0.525
C -4.122 3.399 -0.815
H -1.875 5.951 -1.025
H -0.347 4.018 -0.563
H -3.554 1.370 -0.371
H -5.186 3.203 -0.908
*
```

Values from the calculation:
E_HOMO (spin up / spin down) in hartree: -0.614 / -0.602
LUMO level (spin up / spin down) in eV: -11.324 / -12.442
Orbital gap (spin up / spin down) in eV: 5.3762 / 3.9270

=====

# 2
This record from OMol25 describes a cluster of 2 separate species, C3H6N2O2 in total at a distorted geometry. The level of theory is the ωB97M-V functional and the def2-TZVPD basis.

Geometry as ORCA input:
```
! RIJCOSX wB97M-V def2-TZVPD def2/J DEFGRID3
* xyz 0 1
O 0.544 1.241 1.287
C 0.550 0.512 0.277
C 1.691 -0.092 -0.389
C 1.117 -0.916 -1.352
N -0.247 -0.821 -1.423
N -0.577 0.094 -0.384
H 2.657 -0.021 -0.031
H 1.601 -1.623 -2.084
H -0.916 -0.958 -2.139
H -1.603 0.110 0.192
O -1.711 0.551 1.762
H -2.254 0.822 2.405
H -0.851 1.103 1.879
*
```

Values from the calculation:
E_HOMO in hartree: -0.314
SMILES: O=c1cc[nH][nH]1.O
LUMO level in eV: 0.855
Orbital gap in eV: 9.4127

=====

# 3
This record from OMol25 describes a structure of composition ClNO3Rb at a distorted geometry. The level of theory is the ωB97M-V functional and the def2-TZVPD basis.

Geometry as ORCA input:
```
! RIJCOSX wB97M-V def2-TZVPD def2/J DEFGRID3
* xyz -1 1
Rb 1.848 0.089 0.834
Cl 2.940 2.569 -0.428
N -1.202 -0.665 -0.105
O -1.690 -0.803 1.061
O -0.708 0.449 -0.447
O -1.189 -1.639 -0.915
*
```

Values from the calculation:
E_HOMO in hartree: -0.187
LUMO level in eV: 1.964
Orbital gap in eV: 7.0504

=====

# 4
This record from OMol25 describes a structure of composition C16H17MoN4O6S3. The level of theory is the ωB97M-V functional and the def2-TZVPD basis.

Geometry as ORCA input:
```
! RIJCOSX wB97M-V def2-TZVPD def2/J DEFGRID3
* xyz 1 3
Mo 0.189 -0.483 1.980
C 4.676 0.936 6.034
C 4.522 -0.343 5.227
N 3.124 -0.758 5.097
C 2.303 -0.263 4.179
S 0.620 -0.864 4.231
N 2.722 0.616 3.307
N 1.715 0.947 2.437
C 1.658 2.139 1.952
C 2.684 3.187 2.194
C 0.418 2.392 1.200
C 0.131 3.568 0.543
C -1.103 3.708 -0.085
C -2.008 2.665 -0.049
C -1.657 1.496 0.603
N -0.480 1.375 1.228
H 5.729 1.210 6.097
H 4.298 0.809 7.048
H 4.137 1.757 5.562
H 5.053 -1.169 5.698
H 4.921 -0.220 4.222
H 2.739 -1.403 5.767
H 3.231 2.960 3.104
H 2.234 4.174 2.272
H 3.400 3.198 1.369
H 0.861 4.363 0.516
H -1.343 4.625 -0.606
H -2.972 2.730 -0.533
H -2.303 0.626 0.601
O -2.546 -1.433 -0.097
S -2.205 -2.413 0.892
O -3.243 -3.145 1.531
O -1.339 -1.745 1.994
C -1.085 -3.611 0.168
C -1.636 -4.874 0.023
C -0.922 -5.899 -0.588
C 0.355 -5.673 -1.060
C 0.929 -4.417 -0.917
C 0.221 -3.391 -0.308
S 1.131 -1.889 -0.163
O 2.219 -1.894 -1.065
O 0.187 -0.743 -0.210
O 1.575 -1.778 1.313
H -2.636 -5.045 0.394
H -1.377 -6.874 -0.693
H 0.912 -6.465 -1.541
H 1.926 -4.223 -1.284
*
```

Values from the calculation:
E_HOMO (spin up / spin down) in hartree: -0.438 / -0.443
LUMO level (spin up / spin down) in eV: -4.916 / -4.984
⟨S²⟩: 2.02
Orbital gap (spin up / spin down) in eV: 6.9952 / 7.0822

=====

# 5
This record from OMol25 describes the molecule C16H22N2O5S at a distorted geometry. The level of theory is the ωB97M-V functional and the def2-TZVPD basis.

Geometry as ORCA input:
```
! RIJCOSX wB97M-V def2-TZVPD def2/J DEFGRID3
* xyz 0 1
C 4.656 3.312 0.867
C 5.807 2.589 0.176
C 5.333 1.676 -0.957
N 4.514 0.586 -0.478
C 4.954 -0.679 -0.401
O 6.042 -1.055 -0.776
C 3.956 -1.661 0.218
O 2.661 -1.084 0.359
C 1.626 -1.939 0.397
O 1.746 -3.135 0.339
C 0.317 -1.241 0.515
C -0.812 -2.021 0.762
C -2.054 -1.426 0.874
C -2.162 -0.055 0.727
S -3.784 0.728 0.839
O -4.610 -0.091 1.672
O -3.576 2.103 1.181
N -4.457 0.707 -0.683
C -3.756 1.449 -1.707
C -2.910 0.417 -2.474
C -3.590 -0.934 -2.187
C -4.758 -0.592 -1.242
C -1.050 0.733 0.496
C 0.196 0.141 0.390
H 4.070 3.877 0.145
H 3.999 2.609 1.376
H 5.041 4.006 1.610
H 6.358 1.991 0.904
H 6.495 3.322 -0.246
H 4.760 2.255 -1.689
H 6.193 1.221 -1.453
H 3.609 0.805 -0.092
H 3.900 -2.560 -0.404
H 4.332 -1.962 1.203
H -0.689 -3.089 0.867
H -2.940 -2.002 1.093
H -3.177 2.240 -1.235
H -4.501 1.904 -2.366
H -2.892 0.644 -3.539
H -1.883 0.415 -2.111
H -3.957 -1.404 -3.098
H -2.893 -1.622 -1.709
H -4.898 -1.301 -0.429
H -5.695 -0.511 -1.800
H -1.176 1.802 0.422
H 1.071 0.745 0.208
*
```

Values from the calculation:
E_HOMO in hartree: -0.365
SMILES: CCCNC(=O)COC(=O)c1ccc(S(=O)(=O)N2CCCC2)cc1
LUMO level in eV: -0.422
Orbital gap in eV: 9.4993

=====

# 6
This record from OMol25 describes the molecule C4H8O2. The level of theory is the ωB97M-V functional and the def2-TZVPD basis.

Geometry as ORCA input:
```
! RIJCOSX wB97M-V def2-TZVPD def2/J DEFGRID3
* xyz 0 1
C 1.707 0.815 -0.013
C 0.858 -0.323 0.494
O -0.187 0.007 1.406
C -0.551 -0.531 0.132
C -1.336 0.433 -0.741
O -2.310 1.120 0.010
H 1.106 1.715 -0.167
H 2.201 0.559 -0.958
H 2.482 1.052 0.722
H 1.413 -1.209 0.808
H -0.946 -1.547 0.181
H -1.864 -0.130 -1.516
H -0.655 1.132 -1.249
H -1.910 1.235 0.886
*
```

Values from the calculation:
E_HOMO in hartree: -0.374
SMILES: C[C@H]1O[C@H]1CO
LUMO level in eV: 1.042
Orbital gap in eV: 11.2216

=====

Calculated energy relative to the best compared isomer or geometry (same formula, charge and spin) in order - 20.6; 68.4; 4.7; 0.0; 15.7; 45.7 kcal per mole